# 1
ORCA calculation (ωB97M-V/def2-TZVPD) on CH6N2S as an isolated structure.

The relative energy (zero: lowest compared OMol25 entry of this formula, charge and spin) comes out at 32.59 kJ/mol. As for the charge: 0. The HOMO-LUMO gap is 8.5 eV. The molar mass comes out at 78.14 g mol⁻¹.

```
10
Properties=species:S:1:pos:R:3:forces:R:3
S 0.653555 -0.711717 2.249690 -0.11 -0.10 -0.04
H 1.628168 0.183670 2.032578 -0.08 0.08 -0.02
N 0.516391 -0.552696 -1.121696 -0.26 0.29 0.30
C -0.502549 0.301489 -0.933057 0.05 -0.49 -0.29
N -1.109177 0.346959 0.196477 -0.52 0.53 -0.05
H 0.802209 -1.021994 -0.260922 0.37 -0.04 -0.09
H 1.196809 -0.348290 -1.830613 0.00 -0.16 -0.07
H -0.837646 0.869244 -1.801752 0.15 0.11 0.14
H -1.878179 1.000448 0.237418 -0.06 -0.03 0.04
H -0.469581 -0.067113 1.231877 0.45 -0.19 0.08
```
Positions in Å, forces in eV/Å.

Atom charges from the natural (NBO) analysis, given in e for atoms 1 to 8: -0.6629 0.1203 -0.7846 0.3502 -0.7311 0.4325 0.4008 0.1784

# 2
ORCA calculation (ωB97M-V/def2-TZVPD) on a 2-piece molecular cluster, CH6N2S2 overall.

The relative energy (zero: lowest compared OMol25 entry of this formula, charge and spin) comes out at 67.83 kJ/mol. The SMILES is [H]/N=C/N.SS. As for the charge: 0. The HOMO-LUMO gap is 9.4 eV. The molar mass comes out at 110.21 g mol⁻¹.

```
11
Properties=species:S:1:pos:R:3:forces:R:3
H -3.656314 -1.380160 3.937404 -0.43 -0.88 -0.09
N -3.911027 -1.102670 2.993814 0.59 1.97 0.43
C -2.829490 -1.079525 2.304059 -0.97 -2.14 -0.48
N -2.691070 -0.372031 1.160747 -0.28 0.41 0.32
H -2.143519 -1.919449 2.453003 0.98 0.73 0.13
H -2.105830 -0.658397 0.400152 0.06 -0.01 0.05
H -3.413762 0.317285 1.022880 0.05 -0.06 -0.36
S 5.952527 1.232949 -4.386049 -0.06 -0.17 0.00
S 4.958969 2.625773 -3.257351 -0.08 0.13 0.16
H 6.074958 0.321301 -3.409941 0.21 -0.06 -0.06
H 3.764555 2.014926 -3.218723 -0.06 0.10 -0.09
```
Positions in Å, forces in eV/Å.

Atom charges from the natural (NBO) analysis, given in e for atoms 1 to 8: 0.3391 -0.7419 0.2762 -0.8093 0.1423 0.3953 0.3983 -0.1207

# 3
ORCA calculation (ωB97M-V/def2-TZVPD) on a 2-piece molecular cluster, CH6N2S2 overall.

The relative energy (zero: lowest compared OMol25 entry of this formula, charge and spin) comes out at 63.48 kJ/mol. The SMILES is [H]/N=C/N.SS. As for the charge: 0. The HOMO-LUMO gap is 9.4 eV. The molar mass comes out at 110.21 g mol⁻¹.

```
11
Properties=species:S:1:pos:R:3:forces:R:3
H -2.340429 -2.208941 0.317287 -0.04 0.10 0.44
N -1.756561 -1.398273 0.121187 0.20 -0.45 -0.99
C -2.410527 -0.576601 -0.587667 0.15 0.37 1.04
N -1.849968 0.564273 -1.172196 -0.03 0.62 -0.61
H -3.492111 -0.633312 -0.666961 -0.23 -0.14 -0.31
H -0.965840 0.470049 -1.652024 0.10 -0.43 0.38
H -1.790182 1.374876 -0.571951 -0.35 0.01 0.03
S 1.576372 0.808478 1.326202 0.16 -0.07 0.00
S 1.407944 -0.212896 -0.471640 -0.09 0.11 0.37
H 0.431395 1.502976 1.277908 -0.01 0.11 -0.11
H 0.323385 -0.907354 -0.057826 0.13 -0.24 -0.24
```
Positions in Å, forces in eV/Å.

Atom charges from the natural (NBO) analysis, given in e for atoms 1 to 8: 0.3484 -0.6523 0.2964 -0.8922 0.1431 0.3948 0.3851 -0.1321

Which value of charge does entry 3 give? 0

Look up the charge of the third one. 0